Record 1
# C6H11N2O

A gas-phase ion, C6H11N2O (charge +1) in a non-equilibrium geometry (the ωB97M-V functional and the def2-TZVPD basis, the OMol25 dataset).

```
20
C6H11N2O (the ωB97M-V functional and the def2-TZVPD basis)
C -3.4281 -0.0871 0.0239
C -2.5650 1.0798 0.1080
C -0.6114 -0.2105 0.3714
C 1.5182 -0.2202 1.3248
C 1.3491 0.8636 -0.8197
C 1.0203 -1.5409 -0.6539
N -4.1094 -0.9961 -0.0704
N 0.8267 -0.2355 0.0133
O -1.1747 0.8204 -0.1414
H -2.8751 1.8082 -0.6531
H -2.6769 1.5347 1.1011
H 1.5133 0.7941 1.7206
H 1.0093 -0.8834 2.0236
H 2.5486 -0.5492 1.1925
H 1.0208 0.7563 -1.8520
H 1.0002 1.8217 -0.4373
H 2.4376 0.8524 -0.7887
H 2.0818 -1.7362 -0.7979
H 0.5898 -2.3328 -0.0423
H 0.5248 -1.5395 -1.6222
```

**LUMO**: -4.4 eV
**ΔE to the lowest compared entry with this formula, charge and spin**: 426.2 kJ/mol
**Frontier orbital gap**: 10.262 eV
**Net charge**: +1

And the Mulliken charges, in e, turn out to be: 0.157, -0.138, -0.226, -0.867, -0.810, -0.881, -0.251, 0.152, -0.131, 0.277, 0.292, 0.401, 0.384, 0.388, 0.345, 0.364, 0.374, 0.395, 0.371, 0.405

---

Record 2
# C11H14N

A gas-phase ion, C11H14N (charge +1) in a non-equilibrium geometry (the ωB97M-V functional and the def2-TZVPD basis, the OMol25 dataset).

```
26
C11H14N (the ωB97M-V functional and the def2-TZVPD basis)
C -4.6451 -0.1572 0.0732
C -3.7779 -1.2070 0.4127
C -4.1451 1.1021 -0.2018
C -2.4428 -1.0562 0.3897
C -2.7666 1.2517 -0.0870
C -1.8709 0.2177 0.1048
C 0.5506 -0.3071 -0.4453
C -0.5490 0.5179 0.0206
C 3.0234 0.1464 -0.0560
C 3.9866 1.1591 0.4227
C 3.5539 -1.1313 -0.4733
N 1.7420 0.4694 -0.1335
H -5.6665 -0.3414 0.0629
H -4.2101 -2.2583 0.6313
H -4.7800 2.0044 -0.1276
H -1.6799 -1.8461 0.4510
H -2.4249 2.3119 0.0160
H 0.7552 -1.4205 0.0452
H 0.5759 -0.4297 -1.5222
H 5.0392 1.0080 -0.0285
H 3.9212 1.0626 1.4986
H 3.5392 2.1306 0.2871
H 4.4211 -1.2615 0.1874
H 3.8479 -1.3208 -1.4964
H 2.6661 -1.8636 -0.4697
H 1.3367 1.2189 0.4381
```

**LUMO**: -4.4 eV
**ΔE to the lowest compared entry with this formula, charge and spin**: 447.9 kJ/mol
**Frontier orbital gap**: 7.145 eV
**Net charge**: +1

And the Mulliken charges, in e, turn out to be: -0.164, -0.583, -0.716, -0.093, 0.029, 0.366, -0.172, -0.889, 1.057, -1.374, -1.071, -0.017, 0.445, 0.276, 0.312, 0.267, 0.312, 0.361, 0.251, 0.386, 0.376, 0.423, 0.364, 0.314, 0.292, 0.247

---

Record 3
# C4H16ClO4

5 unconnected molecules or ions with the total composition C4H16ClO4 in a non-equilibrium geometry (the ωB97M-V functional and the def2-TZVPD basis, the OMol25 dataset).

```
25
C4H16ClO4 (the ωB97M-V functional and the def2-TZVPD basis)
Cl 0.1452 -0.0491 0.8401
C 0.8217 3.8055 0.8001
O 1.1104 2.9791 1.9105
H 1.3737 3.4811 -0.0892
H -0.2447 3.8128 0.5584
H 1.1764 4.8090 1.0383
H 0.8943 2.0651 1.6533
C -1.3861 -2.1589 -1.9708
O -1.6913 -2.3445 -0.6098
H -1.4521 -1.1070 -2.2673
H -0.3876 -2.5418 -2.2243
H -2.0923 -2.7601 -2.5508
H -1.0998 -1.7840 -0.0768
C 0.8538 -3.6211 2.6898
O 1.6547 -2.6391 2.0446
H -0.1492 -3.5946 2.2539
H 1.3390 -4.5826 2.5389
H 0.7446 -3.3974 3.7569
H 1.0793 -1.9088 1.7465
C -0.7176 2.0835 -2.1935
O 0.6032 1.6181 -2.0019
H -1.3361 1.3869 -2.7675
H -1.2123 2.2261 -1.2293
H -0.6559 3.0384 -2.7169
H 0.6285 1.1834 -1.1331
```

**LUMO**: 3.6 eV
**ΔE to the lowest compared entry with this formula, charge and spin**: 0.0 kJ/mol
**Frontier orbital gap**: 9.371 eV
**Net charge**: -1

And the Mulliken charges, in e, turn out to be: -0.903, -0.465, -0.474, 0.216, 0.174, 0.282, 0.242, -0.286, -0.431, 0.004, 0.233, 0.248, 0.262, -0.441, -0.449, 0.198, 0.201, 0.215, 0.254, -0.582, -0.481, 0.241, 0.221, 0.281, 0.241

---

Record 4
# C4H2BaLiO2

A molecular structure, C4H2BaLiO2 in a non-equilibrium geometry (the ωB97M-V functional and the def2-TZVPD basis, the OMol25 dataset).

```
10
C4H2BaLiO2 (the ωB97M-V functional and the def2-TZVPD basis)
C 1.2312 -0.2206 2.0358
C -0.0171 -0.2836 1.7425
O 2.3616 -0.2397 2.4096
Li 4.1827 -0.4564 2.1368
H -0.7494 0.2221 2.3797
C -1.2651 1.3677 -2.9572
C -1.6434 0.2572 -2.5920
O -1.7655 -0.8154 -1.9335
Ba -1.2316 -2.1589 0.1872
H -1.1035 2.3277 -3.4089
```

**LUMO**: -4.4 eV
**ΔE to the lowest compared entry with this formula, charge and spin**: 16.0 kJ/mol
**Frontier orbital gap**: 5.261 eV
**Net charge**: +1

And the Mulliken charges, in e, turn out to be: 0.883, -1.420, -0.651, 0.965, 0.367, -0.468, 0.030, -0.770, 1.708, 0.357

---

Record 5
# C13H14HgIN2O5S2

A molecular structure, C13H14HgIN2O5S2 (the ωB97M-V functional and the def2-TZVPD basis, the OMol25 dataset).

```
38
C13H14HgIN2O5S2 (the ωB97M-V functional and the def2-TZVPD basis)
Hg 0.3618 0.1716 -0.5114
O -0.3214 0.4173 2.0749
C -0.8986 -0.3443 2.8195
C -1.6163 -1.5730 2.4821
C -2.1505 -2.2639 3.5534
C -2.8594 -3.4355 3.3753
C -3.0604 -3.9490 2.0755
C -2.5557 -3.2934 0.9998
C -1.7887 -2.0627 1.1203
O -1.3420 -1.5035 0.1004
N -3.3975 -4.1303 4.5143
O -4.0226 -5.1712 4.3202
O -3.2137 -3.6654 5.6352
H -0.9216 -0.1099 3.9046
H -2.0170 -1.8791 4.5580
H -3.6191 -4.8680 1.9624
H -2.6949 -3.6704 -0.0051
C 2.5178 0.5351 -4.5911
C 2.1026 0.2446 -3.1533
S 0.3474 0.0496 -2.9935
C 3.0356 0.1751 -2.1800
C 4.5021 0.3932 -2.4880
S 2.8038 -0.1200 -0.4441
H 1.6390 0.5713 -5.2326
H 3.1864 -0.2348 -4.9888
H 3.0299 1.4976 -4.6792
H 4.7117 0.4225 -3.5556
H 5.1056 -0.4045 -2.0448
H 4.8484 1.3322 -2.0445
N -1.5069 4.4282 -0.3847
C -0.5675 3.4194 -0.5586
O -0.8628 2.2698 -0.1926
C 0.6651 3.8194 -1.1660
I 1.7835 5.7467 0.7595
H -2.2336 4.1467 0.2566
H -1.0817 5.3190 -0.1599
H 0.6434 4.6388 -1.8669
H 1.4475 3.0809 -1.2713
```

**LUMO (spin up / spin down)**: 4.2 / 4.2 eV
**2S+1**: 2
**ΔE to the lowest compared entry with this formula, charge and spin**: 0.0 kJ/mol
**Frontier orbital gap (spin up / spin down)**: 5.696 / 5.707 eV
**Net charge**: -2

And the Mulliken charges, in e, turn out to be: 1.304, -0.459, -0.330, 0.701, -0.373, -0.251, -0.352, -0.600, 0.259, -0.781, 0.975, -0.678, -0.670, 0.241, 0.400, 0.428, 0.406, -1.591, 0.526, -0.576, 0.519, -1.427, -0.566, 0.355, 0.320, 0.306, 0.358, 0.314, 0.263, -0.554, 1.018, -0.643, -1.371, -0.685, 0.257, 0.231, 0.380, 0.345

---

Record 6
# C14H33N5O8P2Ti

A molecular structure, C14H33N5O8P2Ti (the ωB97M-V functional and the def2-TZVPD basis, the OMol25 dataset).

```
63
C14H33N5O8P2Ti (the ωB97M-V functional and the def2-TZVPD basis)
Ti 0.6610 0.0751 0.6599
O -0.2688 0.5150 -1.2415
C 0.7303 0.7632 -2.2600
C 1.7308 1.7055 -1.6339
N 2.3140 1.1223 -0.4049
C 3.3721 0.1184 -0.6690
C 2.9046 -1.2484 -0.1610
O 3.6717 -2.0670 0.2766
O 1.5910 -1.3797 -0.2413
C 2.7066 2.1855 0.5363
C 1.4685 2.7238 1.2667
O 1.5000 3.7642 1.8678
O 0.4392 1.9002 1.2090
H -0.9479 -0.0873 -1.5706
H 0.2580 1.2278 -3.1248
H 1.1888 -0.1832 -2.5510
H 1.2158 2.6262 -1.3586
H 2.5148 1.9564 -2.3544
H 4.3073 0.3891 -0.1835
H 3.5689 0.0449 -1.7409
H 3.2585 2.9985 0.0601
H 3.3458 1.7454 1.3041
C -1.2034 0.6760 4.7560
N 0.2291 0.5235 4.5337
C 1.0269 1.7272 4.7994
P 0.9887 -0.6739 3.7631
O 1.6034 -0.3233 2.4344
O -0.1924 -1.7636 3.5608
P -0.9326 -2.2002 2.1914
O -0.9713 -1.0103 1.2595
N -2.4485 -2.6456 2.5319
C -2.7319 -3.8603 3.2947
C -3.5611 -1.6965 2.4755
N -0.1037 -3.5013 1.7121
C 1.2458 -3.8654 2.1544
C -0.4868 -4.0996 0.4294
N 2.1221 -1.3462 4.6970
C 1.9138 -1.4826 6.1368
C 3.4840 -1.6097 4.2245
H -1.3700 1.0147 5.7796
H -1.7161 -0.2717 4.6204
H -1.6234 1.4153 4.0700
H 0.8801 2.0440 5.8327
H 0.7441 2.5350 4.1220
H 2.0878 1.5184 4.6537
H -1.8912 -4.5470 3.2386
H -3.6114 -4.3485 2.8744
H -2.9310 -3.6253 4.3431
H -3.2892 -0.8309 1.8791
H -3.8447 -1.3686 3.4789
H -4.4219 -2.1842 2.0172
H 1.4360 -3.4850 3.1544
H 2.0020 -3.4846 1.4648
H 1.3079 -4.9537 2.1930
H -1.4968 -3.7977 0.1545
H -0.4657 -5.1863 0.5184
H 0.2076 -3.7873 -0.3526
H 0.8522 -1.4726 6.3762
H 2.4049 -0.6765 6.6872
H 2.3266 -2.4350 6.4686
H 3.5117 -1.6526 3.1390
H 3.8169 -2.5696 4.6203
H 4.1709 -0.8339 4.5705
```

**LUMO (spin up / spin down)**: -2.2 / -2.2 eV
**2S+1**: 2
**ΔE to the lowest compared entry with this formula, charge and spin**: 9.6 kJ/mol
**Frontier orbital gap (spin up / spin down)**: 8.821 / 10.228 eV
**Net charge**: +1

And the Mulliken charges, in e, turn out to be: 0.196, -0.369, -0.514, -0.905, 0.426, -0.905, 0.792, -0.649, -0.477, -0.645, 0.690, -0.652, -0.417, 0.323, 0.505, 0.317, 0.392, 0.462, 0.376, 0.392, 0.438, 0.311, -0.873, 0.617, -1.195, -0.273, -0.064, -0.367, 0.686, -0.712, 0.387, -1.020, -0.963, 0.448, -0.696, -1.085, 0.657, -1.093, -0.852, 0.343, 0.219, 0.282, 0.385, 0.369, 0.340, 0.279, 0.355, 0.320, 0.226, 0.335, 0.323, 0.183, 0.182, 0.367, 0.387, 0.370, 0.241, 0.292, 0.321, 0.384, 0.191, 0.302, 0.315

---

Record 7
# C5H8N3O

A gas-phase ion, C5H8N3O (charge +1) in a non-equilibrium geometry (the ωB97M-V functional and the def2-TZVPD basis, the OMol25 dataset).

```
17
C5H8N3O (the ωB97M-V functional and the def2-TZVPD basis)
N -1.4924 0.0807 -0.3579
C -0.9811 0.5825 0.8870
C 0.4005 1.1351 0.4291
C 0.8405 0.1312 -0.4028
C 0.9528 0.3015 -1.8722
O 0.4212 1.2707 -2.4276
N 1.1162 -1.0247 0.2378
C 0.2313 -1.4623 1.3387
N -0.7587 -0.7012 1.5571
H -1.3393 0.6824 -1.1923
H -2.2040 -0.6816 -0.2825
H -1.6080 1.2913 1.5182
H 0.3593 2.1099 0.0917
H 1.0444 1.2515 1.3106
H 1.4066 -0.6400 -2.2922
H 1.3034 -1.9027 -0.2740
H 0.3073 -2.4245 1.7314
```

**LUMO (spin up / spin down)**: -6.5 / -6.5 eV
**SMILES string**: N[C@@H]1CC(C=O)=[NH+]C=N1
**ΔE to the lowest compared entry with this formula, charge and spin**: 324.9 kJ/mol
**Frontier orbital gap (spin up / spin down)**: 8.017 / 8.016 eV
**Net charge**: +1

And the Mulliken charges, in e, turn out to be: -0.419, 0.293, -0.899, 0.729, -0.075, -0.417, -0.204, -0.273, -0.422, 0.247, 0.234, 0.372, 0.367, 0.351, 0.295, 0.369, 0.452

---

Record 8
# C30H34AsBaF3N3O4S2

A molecular structure, C30H34AsBaF3N3O4S2 in a non-equilibrium geometry (the ωB97M-V functional and the def2-TZVPD basis, the OMol25 dataset).

```
78
C30H34AsBaF3N3O4S2 (the ωB97M-V functional and the def2-TZVPD basis)
Ba -0.0390 -0.2192 -0.6546
C 0.0123 4.7724 1.2423
O -1.0537 4.4618 0.3354
C -1.1523 3.1167 0.2755
N -0.2498 2.4345 0.8313
C 0.5965 3.3951 1.6128
C 0.4148 3.1702 3.1047
C 1.5173 2.6363 3.7825
C 1.5277 2.5213 5.1312
C 0.4027 2.8973 5.8548
C -0.7194 3.3196 5.1557
C -0.8065 3.3789 3.7436
C -2.3527 2.6189 -0.4462
C -3.3821 3.5428 -0.7196
C -4.4471 3.0639 -1.5424
C -4.4511 1.7810 -1.9877
C -3.2736 0.9795 -1.7958
N -2.3569 1.2903 -0.8584
C -3.0850 -0.2273 -2.6399
N -2.0743 -1.0401 -2.6409
C -2.1892 -1.9314 -3.7600
C -3.3888 -1.3851 -4.5388
O -4.0274 -0.4142 -3.5926
C -2.2540 -3.3947 -3.2467
C -1.8904 -3.6906 -1.9726
C -1.7308 -5.0010 -1.5229
C -2.0018 -6.0497 -2.4409
C -2.4749 -5.7746 -3.6749
C -2.5509 -4.4147 -4.0693
H -0.3770 5.3541 2.1020
H 0.8004 5.4343 0.8420
H 1.6129 3.2528 1.2789
H 2.3727 2.1872 3.2635
H 2.4391 2.1426 5.6274
H 0.2630 2.7286 6.8958
H -1.6773 3.4481 5.6513
H -1.6904 3.7111 3.2658
H -3.2235 4.5547 -0.3655
H -5.3056 3.6868 -1.7497
H -5.2467 1.2826 -2.4811
H -1.2864 -1.9859 -4.3887
H -4.1442 -2.1446 -4.8869
H -3.0823 -0.7676 -5.3690
H -1.6697 -2.8474 -1.3194
H -1.4079 -5.2215 -0.5315
H -1.9293 -7.0478 -2.0949
H -2.7987 -6.6032 -4.3073
H -2.9344 -4.1663 -5.0655
C 5.5964 -0.1676 -1.4248
As 4.6454 0.1025 0.2752
C 5.8676 1.1432 1.5113
C 3.9355 -1.4624 1.1614
S 2.9956 1.4412 -0.1971
H 5.9927 0.7899 -1.8035
H 4.8242 -0.6459 -2.0160
H 6.3595 -0.9143 -1.1432
H 5.1882 1.4393 2.2888
H 6.3520 2.0036 1.0657
H 6.6438 0.4945 2.0189
H 3.7239 -2.2594 0.4887
H 2.9229 -1.1573 1.5104
H 4.5758 -1.7436 2.0483
F 2.6731 -1.8567 -4.8907
C 2.4550 -2.5924 -3.7746
F 1.6621 -3.6306 -4.0680
F 3.6877 -3.1322 -3.4913
C 1.7201 -1.6642 -2.7279
O 0.9017 -0.8081 -3.1555
O 1.8331 -1.9730 -1.5581
C 0.3852 -1.2439 3.8045
S -0.7495 -0.8939 2.5010
C -2.1046 -0.1660 3.3760
H 0.3756 -0.3457 4.4256
H 1.4573 -1.4020 3.4121
H 0.1369 -2.2265 4.2759
H -1.7887 0.6982 4.0178
H -2.6430 -0.8845 4.0524
H -2.8600 0.2211 2.6837
```

**LUMO**: -3.4 eV
**ΔE to the lowest compared entry with this formula, charge and spin**: 71.7 kJ/mol
**Frontier orbital gap**: 7.395 eV
**Net charge**: +1

And the Mulliken charges, in e, turn out to be: 1.231, -0.757, -0.437, 0.441, 0.244, -0.196, 0.357, -0.460, -0.512, -0.596, -0.578, -0.569, -0.169, -0.550, -0.722, -0.526, -0.105, 0.109, 0.095, 0.324, -0.067, -0.347, -0.436, 0.085, 0.145, -0.994, -0.369, -0.902, -0.068, 0.345, 0.348, 0.542, 0.460, 0.389, 0.419, 0.364, 0.572, 0.566, 0.423, 0.588, 0.349, 0.353, 0.312, 0.307, 0.461, 0.442, 0.367, 0.321, -0.710, 0.542, -0.883, -0.590, -0.553, 0.340, 0.077, 0.382, 0.202, 0.338, 0.364, 0.384, -0.184, 0.408, -0.258, 0.656, -0.225, -0.255, 0.861, -0.840, -0.773, -0.688, 0.214, -0.757, 0.184, 0.113, 0.350, 0.068, 0.373, 0.266